Entry 1:
{
  "formula": "C12H15Cl2I2N2O2RbSe2",
  "method": "the ωB97M-V functional and the def2-TZVPD basis",
  "lumo_ha": -0.0796,
  "charge": 0,
  "elements": ["Rb", "C", "Se", "C", "C", "Se", "C", "H", "H", "H", "H", "H", "H", "H", "H", "H", "H", "N", "C", "C", "C", "C", "C", "N", "C", "H", "H", "H", "H", "I", "I", "Cl", "C", "Cl", "C", "O", "O", "H"],
  "positions_angstrom": [[0.24634, -1.37225, 1.75633], [0.40580, 3.11806, 3.68356], [-0.52154, 1.63282, 2.79258], [-1.44487, 2.69337, 1.45079], [-0.54410, 3.37801, 0.45015], [0.41130, 2.08774, -0.68010], [1.37847, 3.41385, -1.74487], [-0.31511, 3.83675, 4.06543], [1.08160, 3.60351, 2.98442], [0.97665, 2.71116, 4.51476], [-2.05181, 3.43068, 1.98580], [-2.09534, 1.96848, 0.96507], [0.20666, 4.00939, 0.93551], [-1.14329, 3.99240, -0.22860], [1.87958, 4.10552, -1.07127], [0.69122, 3.94833, -2.39686], [2.11105, 2.87765, -2.34116], [-0.55655, -0.79898, -5.24158], [-0.12940, -1.43800, -4.39236], [0.42316, -2.21819, -3.34865], [0.64230, -3.58747, -3.51123], [1.21677, -4.28635, -2.46591], [1.53719, -3.59627, -1.30498], [1.32730, -2.29616, -1.13975], [0.77760, -1.62191, -2.13363], [0.36146, -4.07189, -4.43454], [1.41115, -5.34380, -2.54500], [2.00329, -4.11768, -0.47930], [0.62832, -0.55799, -1.97619], [3.39652, 0.13764, 0.73827], [3.83702, -2.29067, 1.80236], [-1.62880, -3.36065, 0.90923], [-2.59619, -2.48982, 2.08643], [-1.76800, -2.50459, 3.62774], [-2.82767, -0.98000, 1.60688], [-3.99293, -0.67868, 1.45375], [-1.78495, -0.32575, 1.43663], [-3.55022, -3.00825, 2.19030]],
  "atomic_forces_ev_per_a": [[3.564, -0.234, 0.090], [-0.134, -0.128, -0.309], [0.183, 0.585, 0.644], [-0.069, -0.056, 0.090], [0.175, 0.115, -0.196], [0.162, 0.163, 0.060], [-0.245, -0.094, 0.166], [-0.039, 0.010, 0.006], [0.097, 0.057, 0.071], [0.004, -0.056, -0.029], [0.063, -0.089, -0.132], [-0.109, 0.054, 0.064], [-0.122, -0.051, -0.107], [0.076, -0.008, 0.106], [0.047, 0.001, -0.060], [0.036, -0.011, 0.009], [0.032, 0.014, -0.029], [-0.165, 0.218, -0.316], [-0.145, 0.236, -0.242], [0.359, -0.524, 0.716], [-0.031, 0.258, 0.119], [-0.074, 0.131, -0.001], [0.087, -0.288, -0.199], [-0.036, 0.009, 0.408], [-0.037, 0.144, -0.393], [0.021, -0.041, -0.054], [0.018, -0.091, 0.011], [0.003, -0.021, 0.107], [-0.098, -0.046, -0.060], [-0.023, -0.248, 0.128], [0.155, 0.277, -0.138], [-0.314, -1.235, -1.021], [-1.092, 0.755, -0.248], [-0.131, -0.280, 1.272], [-0.590, -0.758, 0.013], [-0.630, 0.048, 0.033], [-1.260, 1.049, -0.593], [0.258, 0.137, 0.011]],
  "mulliken_charge": [0.827, -1.067, 0.269, -0.937, -0.644, 0.211, -0.978, 0.310, 0.261, 0.331, 0.465, 0.340, 0.331, 0.403, 0.319, 0.311, 0.295, -0.476, 0.065, 0.357, -0.373, -0.677, -0.187, 0.042, -0.159, 0.489, 0.418, 0.264, 0.281, 0.158, -0.169, -0.156, -0.435, -0.152, 0.596, -0.615, -0.683, 0.367]
}

=====

Entry 2:
{
  "formula": "C12H15FN2O2S",
  "method": "the ωB97M-V functional and the def2-TZVPD basis",
  "lumo_ha": -0.0262,
  "charge": 0,
  "elements": ["F", "S", "C", "C", "O", "O", "H", "H", "H", "C", "N", "C", "C", "N", "C", "C", "C", "C", "C", "C", "C", "H", "H", "H", "H", "H", "H", "H", "H", "H", "H", "H", "H"],
  "positions_angstrom": [[5.69910, -2.09752, 1.99501], [4.59053, -0.87419, 2.00469], [3.13309, -1.71788, 1.73943], [1.84690, -1.02262, 1.40578], [4.71864, -0.27460, 3.30757], [4.93506, -0.09234, 0.85094], [3.13352, -2.62554, 2.32622], [1.09412, -1.50128, 2.04447], [1.97862, 0.01701, 1.75570], [0.91771, 1.92537, -1.17635], [-0.13143, 0.99349, -0.80221], [0.00439, -0.28537, -0.37547], [1.32739, -1.01508, -0.05040], [-1.22901, -0.83429, -0.38484], [-1.57256, -2.23456, -0.22774], [-2.18527, 0.12127, -0.78572], [-1.49029, 1.27880, -1.05159], [-2.14463, 2.49931, -1.19749], [-3.53259, 2.51893, -1.02343], [-4.23713, 1.34282, -0.75067], [-3.56940, 0.11840, -0.64825], [0.41232, 2.88344, -1.35094], [1.66474, 2.01909, -0.37276], [1.41967, 1.66288, -2.12996], [1.24760, -2.04896, -0.43823], [2.09814, -0.44198, -0.58185], [-2.66911, -2.26040, -0.20526], [-1.25792, -2.85981, -1.08845], [-1.15260, -2.63603, 0.70772], [-1.57222, 3.40223, -1.38394], [-4.07865, 3.45585, -1.08892], [-5.31334, 1.38992, -0.60895], [-4.08538, -0.80636, -0.41411]],
  "atomic_forces_ev_per_a": [[-0.926, 0.846, 0.293], [-1.442, -1.337, -0.641], [0.978, -0.551, -0.558], [0.474, 0.315, 1.932], [0.606, -0.065, -0.156], [0.217, 0.722, -0.023], [-0.289, 0.030, 0.066], [-0.180, 0.286, -0.052], [-0.654, -0.010, -0.299], [0.559, 0.463, -0.064], [-0.136, -0.386, -0.254], [0.278, -0.242, -0.338], [-0.449, 0.687, -1.213], [0.074, 0.151, -0.382], [-0.150, -0.598, 0.175], [0.186, -0.287, 0.729], [0.481, 0.198, 0.664], [-0.353, 0.173, -0.017], [0.696, 0.007, -0.276], [0.290, -0.701, -0.122], [-0.340, 0.218, -0.034], [0.439, -0.195, 0.257], [-0.313, 0.013, -0.369], [-0.327, -0.188, 0.610], [0.160, 0.568, 0.110], [-0.110, -0.508, -0.334], [0.426, -0.276, 0.251], [0.062, 0.530, 0.457], [-0.229, 0.130, -0.417], [-0.272, -0.016, 0.059], [0.189, -0.123, -0.024], [0.199, -0.092, -0.033], [-0.143, 0.243, 0.005]],
  "mulliken_charge": [-0.298, 1.027, -0.916, -0.364, -0.611, -0.607, 0.295, 0.261, 0.241, -0.832, 0.208, 0.271, -0.723, 0.211, -0.823, 0.827, 0.834, -0.780, -0.659, -0.675, -0.746, 0.258, 0.359, 0.321, 0.435, 0.285, 0.271, 0.317, 0.329, 0.270, 0.376, 0.375, 0.262]
}

=====

Entry 3:
{
  "formula": "C12H15N",
  "method": "the ωB97M-V functional and the def2-TZVPD basis",
  "lumo_ha": 0.0259,
  "charge": 0,
  "elements": ["C", "C", "C", "C", "C", "C", "C", "C", "C", "C", "C", "C", "H", "H", "H", "H", "H", "H", "H", "H", "H", "H", "H", "H", "H", "H", "H", "N"],
  "positions_angstrom": [[1.74948, -1.27944, 0.00856], [1.55894, 0.34364, -0.43097], [2.68301, 1.22729, -0.76046], [2.33631, 2.55972, -0.61037], [1.08993, 3.13988, -0.27207], [0.05741, 2.28679, -0.30232], [0.33121, 0.85962, -0.27798], [-0.84596, -0.04700, -0.03424], [-1.33021, 0.18686, 1.27730], [-0.76030, -1.23928, 1.11028], [-1.66491, -2.34690, 0.46861], [-1.86552, -0.97210, -1.09871], [2.61325, -1.57998, -0.58315], [0.93289, -2.12007, -0.33282], [2.20194, -1.15152, 1.18325], [3.53874, 0.97372, -1.45436], [3.28140, 3.27901, -0.74416], [0.84671, 4.18883, -0.06999], [-1.01002, 2.52334, -0.05819], [-0.88727, 0.84580, 1.90227], [-2.35337, 0.21556, 1.30596], [0.06807, -1.22644, 1.71608], [-1.96883, -3.09970, 1.47160], [-0.71839, -2.85870, -0.18109], [-3.49984, -1.13516, 0.55011], [-1.15476, -1.59869, -1.66332], [-2.44002, -0.14567, -1.65876], [-2.78990, -1.82940, -0.46106]],
  "atomic_forces_ev_per_a": [[1.239, 1.541, -0.204], [2.309, -3.044, 0.164], [-2.457, -0.295, -0.710], [3.982, 2.563, -0.289], [0.378, 0.226, -0.375], [-1.787, -2.747, 1.248], [-2.089, 0.667, -1.407], [1.048, -3.155, -0.311], [-2.714, -3.258, -0.626], [-3.505, 4.174, -2.814], [2.340, -3.392, 3.413], [0.325, 5.898, -1.211], [0.382, -0.082, 0.163], [1.925, 2.559, 1.488], [-1.814, -1.033, -3.235], [-0.668, -0.056, 1.759], [-2.343, -1.303, 0.086], [0.870, -0.267, -0.298], [1.134, 0.257, -0.488], [1.589, 1.813, 1.780], [-2.908, 0.407, 0.764], [1.826, -1.497, 0.845], [0.371, 1.784, -3.465], [-3.249, 0.340, 1.319], [2.523, -2.200, -3.998], [-0.495, 0.609, -0.283], [1.070, -1.533, 0.003], [0.718, 1.026, 6.682]],
  "mulliken_charge": [-1.054, 0.898, -0.819, -0.043, -0.743, -0.528, 0.162, 0.915, -1.217, -0.677, -0.395, -0.679, 0.501, 0.059, 0.197, 0.294, 0.204, 0.367, 0.341, 0.574, 0.046, 0.602, 0.228, 0.159, 0.373, 0.421, 0.344, -0.530]
}

=====

Entry 4:
{
  "formula": "C12H15N2O",
  "method": "the ωB97M-V functional and the def2-TZVPD basis",
  "lumo_ha": -0.1254,
  "charge": 1,
  "smiles": "C[C@@]1(C=O)N=CC[N@@H+]1Cc1ccccc1",
  "elements": ["C", "C", "C", "O", "N", "C", "C", "N", "C", "C", "C", "C", "C", "C", "C", "H", "H", "H", "H", "H", "H", "H", "H", "H", "H", "H", "H", "H", "H", "H"],
  "positions_angstrom": [[2.41317, -1.17329, 1.36738], [2.21325, -0.36845, 0.14046], [2.98725, 1.10808, 0.61788], [2.61220, 2.17948, 0.24110], [2.87660, -0.72867, -1.06975], [2.21567, -0.40927, -2.08344], [0.87806, 0.23806, -1.73710], [0.83384, -0.18064, -0.27090], [0.10835, 0.84408, 0.61004], [-1.40328, 0.51282, 0.43290], [-2.24593, 1.24518, -0.41965], [-3.59979, 0.82506, -0.53943], [-4.08764, -0.30091, 0.02664], [-3.18734, -1.13171, 0.72239], [-1.89222, -0.72765, 0.94192], [3.37864, -1.61797, 1.44095], [1.69346, -2.10546, 1.15124], [2.13650, -0.58810, 2.25507], [3.86385, 0.92399, 1.34489], [2.67615, -0.55911, -3.02049], [0.80574, 1.27444, -1.84363], [0.01709, -0.23958, -2.36434], [0.30784, -1.05651, -0.18599], [0.41948, 1.88348, 0.47015], [0.40225, 0.63170, 1.58190], [-2.17860, 2.18146, -0.96795], [-4.27580, 1.24509, -1.27019], [-5.14282, -0.43746, -0.14478], [-3.51558, -2.14874, 0.96307], [-1.31041, -1.31940, 1.60966]],
  "atomic_forces_ev_per_a": [[-3.043, -2.890, -0.886], [3.200, 2.747, 0.306], [-0.653, -0.688, -0.628], [0.588, -0.906, 0.353], [1.415, -0.978, 0.916], [-0.639, 0.924, 0.811], [-1.136, -3.583, -1.229], [-1.379, 2.612, -0.102], [-2.573, -0.531, -1.256], [0.323, 0.470, -0.762], [-1.865, -0.384, 0.513], [1.107, 0.335, -0.903], [0.594, -0.670, 0.631], [-1.263, -0.532, -0.532], [-0.119, 1.392, -0.311], [0.837, 0.088, 0.031], [1.357, 1.628, 1.310], [0.024, -0.598, -0.106], [-1.012, 0.197, -0.949], [-0.091, 0.020, -1.263], [0.183, 1.641, 0.002], [1.347, 0.802, 1.463], [0.061, 0.024, 0.027], [-0.215, -0.486, -0.849], [0.436, -0.677, 1.949], [1.469, -0.029, 0.327], [0.187, 0.927, 0.162], [-0.053, -0.925, 0.244], [0.190, 0.513, 0.485], [0.722, -0.444, 0.245]],
  "mulliken_charge": [-1.381, 1.017, -0.128, -0.393, -0.651, -0.313, -0.513, -0.083, -0.849, 0.326, -0.418, -0.579, -0.378, -0.641, -0.357, 0.445, 0.306, 0.413, 0.360, 0.482, 0.360, 0.374, 0.547, 0.631, 0.492, 0.363, 0.342, 0.385, 0.364, 0.476]
}

=====

Computed energy relative to the best compared isomer or geometry (same formula, charge and spin), in the same sequence as the records: 32.6 99.8 218.8 56.7 kcal/mol.